No. 1
A cluster of 2 separate species, C33H30N2O4S in total in a non-equilibrium geometry, computed with ωB97M-V/def2-TZVPD.

Results
spin multiplicity: 1
LUMO: -1.769 eV
F_max: 3.337 eV/Å
HOMO energy: -0.1748 hartree
orbital gap: 2.99 eV

Geometry (Å):
C 5.753 2.914 3.731
O 5.828 1.785 2.892
C 4.752 0.895 2.999
C 4.687 -0.170 2.098
C 3.642 -1.063 2.121
C 2.621 -0.939 3.059
N 1.555 -1.915 3.113
C 0.175 -1.769 3.211
C -0.541 -0.513 3.398
C -1.965 -0.453 3.231
C -2.707 0.547 3.778
C -4.146 0.539 3.866
C -4.799 1.181 4.935
C -6.156 1.048 5.121
C -6.909 0.300 4.233
C -6.298 -0.313 3.153
C -4.939 -0.201 2.972
O 0.063 0.509 3.758
N -0.366 -3.046 3.206
C -1.755 -3.485 3.395
C 0.667 -3.960 3.126
C 1.834 -3.278 3.063
C 2.700 0.096 3.983
C 3.734 1.001 3.949
H 6.593 3.571 3.502
H 4.822 3.453 3.553
H 5.818 2.607 4.776
H 5.490 -0.274 1.392
H 3.605 -1.868 1.407
H -2.457 -1.260 2.725
H -2.177 1.320 4.307
H -4.209 1.718 5.657
H -6.627 1.480 5.990
H -7.968 0.176 4.395
H -6.886 -0.901 2.465
H -4.470 -0.684 2.134
H -1.765 -4.510 3.761
H -2.263 -2.862 4.129
H -2.300 -3.459 2.453
H 0.537 -5.029 3.193
H 2.822 -3.705 3.047
H 1.908 0.200 4.706
H 3.762 1.795 4.671
C -7.361 2.685 -0.022
C -6.672 3.364 -1.006
C -5.368 3.761 -0.780
C -4.761 3.469 0.420
S -3.079 3.977 0.742
C -2.201 2.493 0.245
C -0.833 2.483 0.263
C -0.085 1.336 -0.122
C 1.282 1.343 -0.070
C 1.968 2.473 0.349
C 1.269 3.617 0.703
C -0.096 3.631 0.662
O -2.699 5.066 -0.237
O -2.868 4.108 2.234
C -5.445 2.790 1.398
C -6.749 2.395 1.179
H -8.383 2.386 -0.189
H -7.149 3.577 -1.949
H -4.817 4.297 -1.534
H -2.755 1.632 -0.065
H -0.611 0.463 -0.462
H 1.832 0.464 -0.360
H 3.046 2.465 0.386
H 1.805 4.501 1.008
H -0.641 4.519 0.928
H -4.948 2.566 2.325
H -7.281 1.851 1.941

Per-atom Löwdin charges, elementary charge units: C -0.09; O -0.08; C -0.23; C 0.00; C -0.02; C -0.18; N 0.09; C -0.03; C -0.33; C -0.04; C 0.03; C -0.22; C -0.02; C -0.07; C -0.09; C -0.10; C -0.04; O 0.06; N -0.03; C 0.00; C -0.03; C -0.01; C 0.00; C 0.00; H 0.10; H 0.10; H 0.09; H 0.12; H 0.11; H 0.08; H 0.13; H 0.12; H 0.11; H 0.10; H 0.11; H 0.11; H 0.10; H 0.10; H 0.10; H 0.13; H 0.14; H 0.11; H 0.11; C -0.08; C -0.08; C -0.06; C -0.30; S 0.77; C -0.18; C -0.32; C -0.07; C -0.14; C -0.13; C -0.10; C -0.05; O -0.37; O -0.38; C -0.06; C -0.07; H 0.10; H 0.10; H 0.11; H 0.07; H 0.09; H 0.09; H 0.08; H 0.10; H 0.08; H 0.09; H 0.09

No. 2
A structure of composition C38H32N4O3PPdS3, computed with ωB97M-V/def2-TZVPD.

Results
spin multiplicity: 5
LUMO (alpha / beta): -2.789 / -4.775 eV
expectation value of S²: 6.12
F_max: 0.625 eV/Å
HOMO energy (alpha / beta): -0.3751 / -0.3935 hartree
charge: +1
orbital gap (alpha / beta): 7.42 / 5.93 eV

Geometry (Å):
Pd 0.041 -0.109 0.191
C -0.272 3.200 -4.879
S -1.632 2.253 -4.173
C -1.057 1.875 -2.557
S 0.582 2.203 -2.136
N -1.992 1.560 -1.709
N -1.877 0.756 -0.639
C -1.860 1.226 0.581
C -2.645 0.639 1.689
C -2.462 1.151 2.974
C -3.328 0.740 3.974
C -4.332 -0.158 3.650
C -4.414 -0.623 2.345
N -3.595 -0.238 1.373
H -0.607 3.446 -5.886
H 0.646 2.624 -4.962
H -0.097 4.128 -4.338
H -1.552 2.260 0.739
H -1.682 1.876 3.165
H -3.231 1.125 4.981
H -5.047 -0.495 4.388
H -5.190 -1.327 2.063
O 2.343 0.453 1.035
S 3.064 0.437 -0.287
O 2.128 -0.254 -1.257
O 0.679 2.071 -0.654
C 4.300 -0.825 -0.017
C 5.647 -0.541 -0.073
C 6.555 -1.551 0.231
C 6.096 -2.804 0.605
C 4.732 -3.069 0.662
C 3.822 -2.076 0.324
P 2.035 -2.353 0.326
C 1.625 -3.537 -0.960
C 2.234 -4.791 -1.061
C 1.860 -5.663 -2.066
C 0.880 -5.292 -2.980
C 0.289 -4.042 -2.898
C 0.667 -3.161 -1.896
C 1.695 -2.991 1.955
C 1.597 -1.943 3.024
C 1.476 -2.444 4.482
C 1.110 -3.885 4.608
C 1.085 -4.722 3.570
C 1.409 -4.273 2.218
H 5.987 0.452 -0.339
H 7.617 -1.354 0.190
H 6.800 -3.585 0.862
H 4.395 -4.048 0.980
H 3.013 -5.090 -0.370
H 2.336 -6.632 -2.142
H 0.583 -5.977 -3.763
H -0.465 -3.747 -3.615
H 0.218 -2.177 -1.839
H 2.381 -1.193 2.915
H 2.339 -2.234 5.118
H 0.877 -4.261 5.598
H 0.843 -5.767 3.713
H 1.400 -5.014 1.429
C -2.962 -4.659 -1.250
C -2.196 -5.084 -0.176
C -1.556 -4.160 0.635
C -1.668 -2.796 0.367
C -2.424 -2.371 -0.724
C -3.077 -3.302 -1.515
N -0.933 -1.852 1.135
C -0.907 -1.938 2.449
C -1.887 -2.608 3.216
C -1.918 -2.543 4.627
C -0.930 -1.967 5.355
C 0.285 -1.440 4.692
C 0.212 -1.219 3.157
H -3.468 -5.379 -1.880
H -2.090 -6.140 0.035
H -0.951 -4.504 1.462
H -2.524 -1.318 -0.922
H -3.679 -2.959 -2.346
H -2.712 -3.073 2.696
H -2.783 -2.956 5.131
H -1.002 -1.926 6.435
H 0.650 -0.541 5.190
H 0.229 -0.173 2.843

Per-atom Löwdin charges, elementary charge units: Pd 0.79; C -0.43; S 0.90; C -0.88; S 0.99; N -0.01; N -0.06; C -0.14; C -0.29; C -0.02; C -0.05; C -0.06; C -0.12; N 0.14; H 0.04; H 0.03; H 0.04; H 0.13; H 0.12; H 0.12; H 0.11; H 0.12; O -0.50; S 0.81; O -0.55; O -0.62; C -0.35; C -0.06; C -0.05; C -0.05; C -0.06; C -0.31; P 1.18; C -0.33; C -0.08; C -0.06; C -0.06; C -0.06; C -0.09; C -0.31; C -0.19; C -0.16; C -0.03; C -0.05; C -0.07; H 0.12; H 0.11; H 0.11; H 0.10; H 0.09; H 0.11; H 0.11; H 0.11; H 0.09; H 0.14; H 0.15; H 0.12; H 0.11; H 0.10; C -0.08; C -0.06; C -0.04; C -0.28; C -0.04; C -0.07; N 0.05; C -0.25; C 0.03; C -0.06; C -0.02; C -0.17; C -0.13; H 0.11; H 0.11; H 0.10; H 0.07; H 0.11; H 0.12; H 0.12; H 0.12; H 0.15; H 0.13

- Which value of spin multiplicity does entry 2 give?
  5